49
Properties=species:S:1:pos:R:3:lowdin_charge:R:1 method="wB97M-V/def2-TZVPD" gap_ha="0.2366 / 0.2156" fmax_ev_per_a=2.69 homo_energy_ev="-15.4011 / -14.8262" total_energy_ha=-2698.80719 lumo_energy_ha="-0.329 / -0.329" mol_weight_g_mol=331.16 charge=+2
C 2.07 2.73 -0.48 -0.109
H 2.46 3.57 0.19 0.123
H 2.51 2.50 -1.47 0.076
H 2.43 1.83 0.02 0.023
C 0.52 2.70 -0.43 -0.352
H -0.03 1.85 -0.85 0.069
H 0.17 2.66 0.61 0.078
C 0.15 3.91 -1.19 -0.139
H -0.91 4.08 -1.34 0.078
H 0.56 4.82 -0.69 0.097
H 0.68 3.96 -2.18 0.094
C -0.50 -2.07 -0.72 -0.215
C -0.88 -1.05 -1.61 -0.130
C 0.30 -0.45 -2.14 -0.160
C 1.41 -1.08 -1.55 -0.198
C 0.93 -2.10 -0.66 -0.316
C 1.75 -3.16 -0.02 -0.044
C 2.83 -0.88 -1.93 0.018
C 0.34 0.59 -3.20 0.006
C -2.29 -0.64 -1.89 0.019
C -1.41 -2.96 0.05 0.002
Ga 0.78 -0.59 1.43 1.016
H 3.53 -1.22 -1.15 0.098
H 3.02 -1.48 -2.84 0.128
H 3.07 0.17 -2.16 0.095
H 2.78 -2.83 0.17 0.096
H 1.33 -3.48 0.95 0.083
H 1.77 -4.04 -0.70 0.135
H -2.37 -2.46 0.23 0.095
H -1.61 -3.89 -0.51 0.129
H -0.99 -3.22 1.03 0.079
H -2.33 0.39 -2.25 0.092
H -2.75 -1.28 -2.67 0.128
H -2.90 -0.73 -0.99 0.093
H 1.04 1.41 -2.97 0.088
H 0.68 0.13 -4.16 0.124
H -0.65 1.02 -3.38 0.094
C -1.66 1.93 2.87 0.038
C -1.46 0.51 3.20 -0.355
N -0.43 -0.19 2.80 -0.064
C -0.50 -1.51 3.41 -0.113
C -1.60 -1.48 4.18 -0.016
N -2.19 -0.22 4.06 0.173
H -2.02 1.99 1.84 0.101
H -2.31 2.42 3.59 0.110
H -0.65 2.35 2.83 0.097
H 0.29 -2.23 3.36 0.101
H -1.97 -2.33 4.70 0.137
H -3.01 0.07 4.59 0.200